Entry 1
# C10H16N3O

A gas-phase ion, C10H16N3O (charge +1) (ωB97M-V/def2-TZVPD, the Open Molecules 2025 dataset).

Last column: natural (NBO) charge in e.
Geometry (Å):
C: 2.607 0.463 -1.480  0.22
C: 2.727 1.254 0.742  0.19
C: 1.746 -1.653 0.708  0.44
C: 3.529 0.991 -0.455  -0.59
C: -3.259 0.065 -0.072  -0.42
C: -2.436 1.091 0.661  -0.41
C: -2.599 -1.346 -0.029  -0.37
C: -0.972 1.075 -0.019  -0.25
C: -1.152 -1.280 -0.609  -0.23
C: 1.118 -0.355 0.094  0.28
N: 1.506 -0.109 -1.227  -0.46
N: 1.621 0.699 1.042  -0.45
N: -0.425 -0.280 0.254  -0.40
O: 2.924 -1.820 0.708  -0.44
H: 2.630 0.803 -2.484  0.21
H: 3.189 1.717 1.620  0.23
H: 0.992 -2.428 1.020  0.13
H: 4.371 0.354 -0.154  0.30
H: 3.974 1.805 -0.880  0.26
H: -4.349 -0.045 0.109  0.25
H: -3.194 0.237 -1.097  0.20
H: -2.797 2.231 0.603  0.26
H: -2.388 0.806 1.701  0.22
H: -2.314 -1.666 1.080  0.17
H: -3.240 -1.976 -0.547  0.25
H: -0.729 1.395 -1.043  0.26
H: -0.325 1.740 0.746  0.26
H: -0.690 -2.309 -0.575  0.24
H: -1.268 -0.864 -1.617  0.24
H: -0.797 -0.597 1.198  0.46

Values from the calculation:
HOMO = -13.3 eV
HOMO-LUMO gap = 9.82 eV
net charge = +1
M = 194.3 g mol⁻¹
structure (SMILES) = O=CC1([NH+]2CCCCC2)N=CCC=N1
lowest unoccupied orbital energy = -3.511 eV


Entry 2
# C10H16N3O

A gas-phase ion, C10H16N3O (charge +1) (ωB97M-V/def2-TZVPD, the Open Molecules 2025 dataset).

Last column: natural (NBO) charge in e.
Geometry (Å):
C: 0.637 -0.350 1.629  -0.21
C: 2.312 0.057 -0.144  -0.12
C: 1.107 -0.150 0.304  0.10
C: -0.716 -0.239 1.705  -0.12
C: -1.549 -0.145 3.055  0.67
C: 2.665 0.506 -1.583  -0.44
C: 1.412 0.581 -2.451  -0.43
C: 0.068 0.922 -1.679  -0.24
C: -1.414 0.182 0.410  0.15
C: -0.313 -1.362 -1.337  -0.42
N: -2.344 -1.251 3.205  -0.82
N: -1.612 1.578 0.463  -0.81
N: -0.126 -0.084 -0.666  -0.26
O: -1.468 0.889 3.713  -0.55
H: 1.330 -0.579 2.446  0.27
H: 3.118 -0.082 0.509  0.24
H: 3.132 1.390 -1.428  0.23
H: 3.304 -0.214 -2.002  0.24
H: 1.594 1.342 -3.372  0.25
H: 1.327 -0.270 -3.126  0.22
H: 0.190 1.907 -1.249  0.25
H: -0.719 0.760 -2.465  0.23
H: -2.198 -0.505 -0.004  0.24
H: -1.086 -1.230 -2.020  0.22
H: 0.630 -1.812 -1.862  0.25
H: -0.606 -2.087 -0.537  0.23
H: -2.125 -2.221 2.869  0.42
H: -2.987 -1.288 3.911  0.40
H: -1.005 1.876 1.129  0.39
H: -2.557 1.881 0.573  0.41

Values from the calculation:
HOMO = -12.8 eV
HOMO-LUMO gap = 9.74 eV
net charge = +1
M = 194.3 g mol⁻¹
structure (SMILES) = C[N@+]12CCCC=C1C=C(C(N)=O)[C@H]2N
lowest unoccupied orbital energy = -3.069 eV


Relative stability in eV, measured from the most stable structure: entry 1 1.068; entry 2 0.000


Entry 1
# H4NOPS2

A single H4NOPS2 molecule (ωB97M-V/def2-TZVPD, the Open Molecules 2025 dataset).

Last column: natural (NBO) charge in e.
Geometry (Å):
N: 0.236 1.293 0.806  -1.15
O: 0.073 0.408 -1.643  -1.07
P: 0.157 -0.026 -0.223  1.73
S: 1.797 -1.129 0.356  -0.30
S: -1.763 -0.934 0.257  -0.39
H: 0.146 1.184 1.818  0.40
H: -0.652 1.675 0.674  0.38
H: 2.155 -1.255 -0.979  0.20
H: -2.150 -1.216 -1.064  0.19

Values from the calculation:
HOMO = -9.8 eV
HOMO-LUMO gap = 10.21 eV
M = 129.1 g mol⁻¹
structure (SMILES) = NP(=O)(S)S
lowest unoccupied orbital energy = 0.367 eV


Entry 2
# H4NOPS2

2 unconnected molecules or ions with the total composition H4NOPS2 (ωB97M-V/def2-TZVPD, the Open Molecules 2025 dataset).

Last column: natural (NBO) charge in e.
Geometry (Å):
N: -1.781 0.532 0.705  -1.17
O: -1.405 -1.178 -0.952  -0.99
P: -1.247 -1.026 0.638  1.21
S: 1.760 -0.419 -0.209  -0.42
S: 3.648 0.290 0.104  -0.10
H: -1.741 1.091 1.539  0.42
H: -1.805 1.065 -0.156  0.42
H: -0.903 -1.900 -1.336  0.52
H: 3.473 1.544 -0.333  0.11

Values from the calculation:
HOMO (alpha / beta) = -7.7 / -6.5 eV
HOMO-LUMO gap (alpha / beta) = 7.41 / 5.10 eV
M = 129.1 g mol⁻¹
lowest unoccupied orbital energy (alpha / beta) = -0.324 / -1.419 eV


Entry 3
# H4NOPS2

A single H4NOPS2 molecule (ωB97M-V/def2-TZVPD, the Open Molecules 2025 dataset).

Last column: natural (NBO) charge in e.
Geometry (Å):
N: -0.448 1.036 0.624  -1.21
O: 0.123 0.323 -1.629  -0.99
P: 0.595 0.009 -0.116  1.57
S: 2.521 -0.038 0.241  -0.50
S: -0.604 -1.782 0.115  -0.38
H: -1.328 1.265 0.150  0.42
H: -0.334 1.639 1.373  0.41
H: -0.024 -0.404 -2.205  0.51
H: -0.501 -2.048 1.447  0.17

Values from the calculation:
HOMO = -9.0 eV
HOMO-LUMO gap = 9.48 eV
M = 129.1 g mol⁻¹
structure (SMILES) = N[P@@](O)(=S)S
lowest unoccupied orbital energy = 0.466 eV


Relative stability in eV, measured from the most stable structure: entry 1 0.266; entry 2 2.555; entry 3 0.000